P) This record from OMol25 describes a 8-piece molecular cluster, H16O8 overall. The level of theory is the ωB97M-V functional and the def2-TZVPD basis.

Each line ends with the Löwdin charge.
Atoms and positions in Å:
H (0.48577, 0.57093, -3.38675)  0.03
O (-0.23861, 1.09298, -3.04184)  -0.04
O (-4.24955, 1.64416, -0.42257)  -0.06
H (0.49297, -0.30928, 0.04191)  -0.01
O (-0.21941, 0.32957, 0.01689)  -0.07
H (-2.42842, -0.54644, -1.99244)  0.07
H (0.89816, 2.04181, 0.51643)  -0.01
O (-2.47081, -0.51642, -1.03665)  -0.02
H (-0.30031, 0.51102, 3.35610)  0.03
H (-3.50974, 1.28034, -0.90895)  -0.01
H (-0.96170, -0.15284, -0.34715)  -0.01
H (2.69101, -3.82206, 1.07009)  0.03
H (2.29044, 1.59341, 0.90678)  0.00
O (2.50777, -3.14384, 1.72024)  -0.06
H (2.11956, -2.42789, 1.21729)  -0.02
O (1.70501, 2.35040, 0.92872)  -0.04
H (0.10739, 1.48264, -2.23892)  0.02
H (2.85695, -0.40577, 0.21068)  0.07
O (0.46438, 0.24730, 2.84431)  -0.05
H (2.43638, -1.21243, -0.99941)  0.08
H (0.12252, 0.09453, 1.96339)  -0.02
H (-2.95396, -1.30598, -0.79293)  0.08
H (-3.99578, 1.56255, 0.49676)  0.03
O (2.14998, -0.95870, -0.12201)  -0.02

Results
- HOMO energy: -10.661 eV
- Frontier orbital gap: 10.31 eV
- Spin multiplicity: 1
- SMILES string: O.O.O.O.O.O.O.O


Q) This record from OMol25 describes a 8-piece molecular cluster, H16O8 overall. The level of theory is the ωB97M-V functional and the def2-TZVPD basis.

Each line ends with the Löwdin charge.
Atoms and positions in Å:
H (1.79667, -0.63229, 3.41662)  0.04
H (-0.26933, 0.69771, -1.13038)  0.00
H (-2.18333, 1.68771, -1.90237)  0.06
H (-1.77933, 2.79871, -0.94237)  0.07
H (-0.31633, -0.33729, 1.87763)  -0.02
H (0.87867, 0.55471, -0.22137)  0.04
H (0.53767, -0.76229, -2.48138)  -0.04
O (2.23667, 1.45471, 0.82163)  -0.03
H (-4.35333, -0.25329, -0.14838)  0.05
H (3.12067, 1.07771, 0.62163)  0.10
O (0.45867, 0.11071, -0.98937)  -0.08
H (-3.04433, 0.48171, -0.22137)  -0.03
H (2.28767, 2.18171, 1.43062)  0.06
H (1.62967, -1.47429, -3.02838)  0.02
O (0.69367, -1.53329, -3.00437)  -0.04
H (1.80867, -0.19029, 1.91062)  0.01
O (-3.80833, 0.39271, 0.33863)  -0.05
O (-1.03833, -0.03529, 1.36162)  -0.02
H (0.71867, -1.72529, -0.44837)  -0.01
O (1.45067, -0.83029, 2.55562)  -0.05
O (1.24067, -2.40929, 0.01963)  -0.07
H (0.69667, -2.64729, 0.76663)  0.02
O (-1.61633, 1.89171, -1.17138)  -0.01
H (-1.14633, -0.49929, 0.56863)  -0.01

Results
- HOMO energy: -10.307 eV
- Frontier orbital gap: 10.27 eV
- Spin multiplicity: 1
- SMILES string: O.O.O.O.O.O.O.O


R) This record from OMol25 describes a 8-piece molecular cluster, H16O8 overall. The level of theory is the ωB97M-V functional and the def2-TZVPD basis.

Each line ends with the Löwdin charge.
Atoms and positions in Å:
O (-0.29842, -1.90554, -1.33113)  -0.12
O (2.86958, -0.10154, -0.86613)  -0.10
O (-2.17842, -0.26954, 0.53787)  0.01
H (0.83258, -2.75454, 1.90287)  0.00
H (-2.14642, 1.79646, 0.53087)  -0.11
H (2.03258, 0.37246, -0.53813)  0.02
O (0.63158, 0.55646, 0.65987)  -0.09
H (3.03358, 2.52346, 0.54387)  0.03
H (-0.05242, 0.78646, -2.72013)  0.06
O (-0.79842, 0.14446, -2.64113)  -0.08
H (0.86558, -0.29254, 1.31287)  0.17
O (0.23058, -2.40954, 1.35687)  0.05
O (2.57858, 2.22146, 1.33787)  -0.06
H (-2.40942, -0.80954, -0.21813)  0.07
H (2.03958, 1.59546, 0.88387)  -0.07
H (-0.58942, -2.37554, 1.77087)  0.03
H (-0.45442, -1.70754, -0.35113)  0.02
H (-0.28842, 0.66246, 0.55787)  -0.01
H (-0.57642, -0.56154, -2.06613)  -0.10
O (-2.28142, 2.66946, 0.51087)  -0.05
H (3.54158, 0.51546, -1.20913)  0.04
H (-3.25242, 2.86446, 0.15887)  0.12
H (-0.72742, -2.90254, -1.39513)  0.17
H (-2.60242, -0.61854, 1.27087)  0.03

Results
- HOMO energy: -10.438 eV
- Frontier orbital gap: 9.95 eV
- Spin multiplicity: 1
- SMILES string: O.O.O.O.O.O.O.O


S) This record from OMol25 describes a 8-piece molecular cluster, H16O8 overall. The level of theory is the ωB97M-V functional and the def2-TZVPD basis.

Each line ends with the Löwdin charge.
Atoms and positions in Å:
O (2.30176, 2.49678, 1.25986)  -0.06
O (1.95717, -2.22982, -2.44455)  -0.05
O (-0.32703, 0.05748, -2.74394)  -0.05
H (1.34051, -2.41433, -1.72713)  0.03
O (-1.08029, -0.10507, -0.07584)  -0.07
H (-2.59660, -3.98386, -1.18332)  0.03
H (-2.73734, 1.96531, 2.88730)  0.03
H (0.23048, 0.72828, -3.15405)  0.04
H (2.88999, 2.39516, 0.50313)  0.03
H (-0.37035, 2.23812, -2.04431)  0.02
H (-1.71850, -4.30636, 0.01458)  0.03
H (0.90575, 1.82425, -1.32994)  0.02
H (2.74848, 2.02169, 1.96960)  0.03
H (-0.04716, -0.76602, -3.15929)  0.03
O (-2.55088, 2.90999, 2.84482)  -0.06
H (0.13048, -1.08091, 3.66348)  0.03
H (1.50869, -2.56175, -3.23047)  0.04
O (-1.90450, -3.61059, -0.62596)  -0.06
H (-2.01398, 3.00756, 2.05034)  0.03
O (0.64863, -0.31098, 3.92372)  -0.06
O (0.19949, 2.47968, -1.30545)  -0.05
H (-0.51346, 0.60714, 0.24111)  0.02
H (-0.48276, -0.67863, -0.56877)  0.00
H (1.48144, -0.68311, 4.23508)  0.03

Results
- HOMO energy: -10.560 eV
- Frontier orbital gap: 10.59 eV
- Spin multiplicity: 1
- SMILES string: O.O.O.O.O.O.O.O


Short version: P) is the most stable of them.


P) This record from OMol25 describes a 8-piece molecular cluster, H16O8 overall. The level of theory is the ωB97M-V functional and the def2-TZVPD basis.

Each line ends with the Löwdin charge.
Atoms and positions in Å:
H (1.67523, 0.97101, 1.23121)  -0.01
H (-0.50748, 1.78674, 0.82829)  0.05
O (-2.52142, -0.48252, -0.23591)  -0.09
H (-2.18525, 0.46664, -0.19370)  0.06
H (-0.21378, -1.57409, -2.41056)  0.08
H (2.20406, -0.55316, 0.13504)  0.02
H (0.69761, -1.91289, 0.78711)  -0.02
H (-1.79258, 2.90628, 0.56573)  0.08
O (-0.98891, -1.38567, 1.60151)  -0.14
H (0.11354, 1.99089, -1.62615)  0.07
H (0.81459, 0.91434, -0.70240)  0.04
H (-1.66712, -1.03628, 0.88083)  0.01
H (-1.49687, -0.98986, 2.34602)  0.07
H (0.57261, 0.06252, 1.86967)  0.04
O (-0.63201, -1.21573, -1.62873)  -0.10
H (0.84548, -1.85220, -0.64371)  0.02
H (-1.97298, -0.93954, -0.93423)  0.01
O (0.84480, 0.98762, 1.68071)  -0.06
H (-0.38722, -0.19670, -1.75566)  0.07
O (2.47931, 0.34363, -0.17940)  -0.11
H (3.45990, 0.40376, -0.30501)  0.10
O (1.36719, -1.98198, 0.14942)  -0.02
O (0.50251, 1.09343, -1.64625)  -0.08
O (-1.21120, 2.19376, 0.18618)  -0.13

Results
- HOMO energy: -10.956 eV
- Frontier orbital gap: 11.38 eV
- Spin multiplicity: 1
- SMILES string: O.O.O.O.O.O.O.O


Q) This record from OMol25 describes a 8-piece molecular cluster, H16O8 overall. The level of theory is the ωB97M-V functional and the def2-TZVPD basis.

Each line ends with the Löwdin charge.
Atoms and positions in Å:
H (2.38412, 1.45118, -1.89052)  -0.02
H (2.52304, 0.29554, -2.90318)  0.02
O (2.54245, 2.24434, -0.12685)  -0.05
H (-1.26525, -2.58664, -1.90084)  0.05
H (-3.54806, -0.96546, -0.49000)  0.03
H (0.65471, 2.90579, 2.37495)  0.07
H (1.66838, -1.46079, 0.70071)  0.03
H (-0.45908, 0.09192, 1.05927)  0.07
O (1.99146, -1.42590, -0.20321)  -0.05
H (-2.44390, 0.04171, -0.80754)  -0.01
O (0.24628, 2.67484, 1.52971)  -0.05
O (-3.40333, -0.07718, -0.83878)  -0.07
H (-0.70477, 2.68913, 1.70443)  0.07
H (0.01029, 0.99760, -0.07942)  0.05
O (-0.49323, 0.18881, 0.09964)  -0.05
H (3.12394, 1.84506, 0.53041)  0.06
H (-2.00224, -2.95981, 2.73942)  0.04
O (-1.18962, -2.45937, -0.94867)  -0.05
H (-1.92419, -2.28108, 1.36981)  0.00
O (-2.54962, -2.58803, 2.03893)  -0.06
H (-0.89380, -1.53752, -0.84588)  -0.01
O (2.62965, 1.24890, -2.81286)  -0.07
H (1.75713, 2.54654, 0.36870)  0.01
H (1.34565, -0.87958, -0.66822)  0.00

Results
- HOMO energy: -10.915 eV
- Frontier orbital gap: 10.40 eV
- Spin multiplicity: 1
- SMILES string: O.O.O.O.O.O.O.O


R) This record from OMol25 describes a 8-piece molecular cluster, H16O8 overall. The level of theory is the ωB97M-V functional and the def2-TZVPD basis.

Each line ends with the Löwdin charge.
Atoms and positions in Å:
H (-1.54412, 1.91825, 0.85460)  -0.05
H (-3.07270, 1.29869, 1.67977)  0.02
O (-0.97431, 1.41262, 0.39344)  -0.01
H (4.23373, 0.25377, -0.19169)  0.05
H (-2.33404, 0.84577, 2.81363)  -0.01
H (-0.63796, -1.44354, -1.49644)  0.01
O (-2.70440, -2.22072, -1.09816)  -0.07
O (2.13442, 3.87816, -1.27227)  -0.03
O (0.16415, -0.92989, -1.33708)  -0.02
H (0.14458, -0.28673, -0.67920)  -0.03
H (-3.35644, 0.61057, -0.62824)  0.03
H (3.08700, -3.88823, 1.48369)  0.05
H (-2.43383, -0.06336, -1.63303)  0.08
H (3.09466, -2.39785, 1.22840)  -0.04
H (4.49814, 0.11448, 1.38190)  0.02
O (4.84278, -0.07525, 0.50879)  -0.06
O (2.82939, -3.18385, 0.86607)  -0.02
H (-3.40961, -2.89474, -1.25860)  0.09
H (-0.57650, 2.10327, -0.19594)  0.08
H (1.33395, 3.37145, -1.46161)  0.03
H (2.71964, 3.30192, -0.83356)  0.00
O (-3.07480, 1.34050, 2.64607)  0.00
O (-2.95930, -0.24985, -0.79072)  -0.12
H (-2.00442, -2.81543, -0.97983)  0.01

Results
- HOMO energy: -10.829 eV
- Frontier orbital gap: 10.67 eV
- Spin multiplicity: 1
- SMILES string: O.O.O.O.O.O.O.O


Short version: P) is the most stable of them.


P) This record from OMol25 describes one molecule with the formula C4H3NO. The level of theory is the ωB97M-V functional and the def2-TZVPD basis.

Each line ends with the Löwdin charge.
Atoms and positions in Å:
C (-0.50940, -0.15683, -0.32962)  -0.37
C (-1.10329, -0.58626, 0.91969)  -0.20
H (-1.40779, 1.59127, 0.01359)  0.12
C (2.18736, 0.05388, -0.28557)  0.13
C (0.98264, -0.02465, -0.22902)  -0.05
H (3.25619, 0.17785, -0.34319)  0.04
O (-1.33192, 0.95113, -0.72547)  -0.01
H (-0.65378, -1.03959, -0.97414)  0.16
N (-1.42002, -0.96679, 1.95372)  0.18

Results
- HOMO energy: -11.079 eV
- Frontier orbital gap: 11.57 eV
- Spin multiplicity: 1
- SMILES string: C#C[C@H](O)C#N


Q) This record from OMol25 describes one molecule with the formula C4H3NO. The level of theory is the ωB97M-V functional and the def2-TZVPD basis.

Each line ends with the Löwdin charge.
Atoms and positions in Å:
C (0.88780, 0.44689, 0.29657)  -0.29
C (-0.33895, 0.39683, 0.17819)  0.03
H (-2.30941, 0.57529, -0.42972)  0.07
C (1.97294, -0.81081, -0.37624)  0.17
O (2.87999, -0.00462, -0.06652)  -0.10
H (-1.40852, -0.94898, -0.77629)  0.10
H (-2.17480, -0.53145, 0.79039)  0.07
C (-1.65566, -0.17904, -0.06395)  -0.06
N (2.14661, 1.05588, 0.44757)  0.02

Results
- HOMO energy: -8.401 eV
- Frontier orbital gap: 7.25 eV
- Spin multiplicity: 1


R) This record from OMol25 describes one molecule with the formula C4H3NO. The level of theory is the ωB97M-V functional and the def2-TZVPD basis.

Each line ends with the Löwdin charge.
Atoms and positions in Å:
C (-2.03485, 0.96328, 0.69608)  0.13
C (1.20482, 0.22585, -0.25948)  -0.10
O (0.09195, -1.79345, 0.11919)  0.03
H (-2.92315, 1.51429, 0.90311)  0.03
H (1.63105, 0.58676, -1.83148)  0.09
H (0.82274, -2.15074, 0.63500)  0.11
N (2.10217, 0.74125, -0.92780)  0.16
C (-1.03648, 0.32280, 0.48808)  -0.08
C (0.14174, -0.41005, 0.17731)  -0.37

Results
- HOMO energy: -8.682 eV
- Frontier orbital gap: 9.15 eV
- Spin multiplicity: 1
- SMILES string: C#CC(O)=C=N


Short version: P) is the most stable of them.